[1]
16
Properties=species:S:1:pos:R:3:forces:R:3:mulliken_charge:R:1 method="wB97M-V/def2-TZVPD" total_charge=0 e_homo_ha=-0.33616 multiplicity=1 relative_energy_kcal_mol=64.07 lumo_energy_ev=0.8
C 2.66856 -1.29456 -0.80197 -0.933 -1.579 -1.483 -1.02
C -3.17369 1.28503 0.45834 4.344 -1.266 -1.248 -0.44
C 1.40621 0.57936 0.84013 -0.258 -3.763 0.791 -0.93
C -3.05875 0.01963 0.02832 2.317 1.768 0.543 -0.43
O 0.43083 -0.27913 -1.56685 -0.343 0.103 -0.134 -0.60
S 0.97634 -0.83951 -0.31021 1.010 0.796 0.474 0.54
H 2.58724 -2.33614 -1.17907 -0.262 0.501 -0.007 0.31
H 2.86782 -0.69130 -1.68737 0.183 0.297 0.272 0.32
H 3.47364 -1.38898 -0.12426 0.623 0.649 1.198 0.39
H -2.28472 1.94782 0.45921 -0.790 -0.242 0.304 0.19
H -4.06277 1.58033 0.86222 -2.253 1.177 0.620 0.26
H 2.41929 0.84929 0.81833 1.407 0.186 -0.021 0.38
H 0.81546 1.36709 0.59643 -1.904 2.283 -0.860 0.31
H 1.07887 0.15586 1.80792 0.458 0.523 -0.201 0.28
H -2.15425 -0.58767 -0.22747 -0.972 1.071 -0.092 0.15
H -3.99008 -0.36712 0.02631 -2.629 -2.503 -0.157 0.27

=====

[2]
42
Properties=species:S:1:pos:R:3:forces:R:3:mulliken_charge:R:1 method="wB97M-V/def2-TZVPD" total_charge=-1 e_homo_ha=-0.18947 multiplicity=1 relative_energy_kcal_mol=1.93 lumo_energy_ev=2.4
Pd -0.29413 -0.03715 1.40031 -0.006 -0.105 0.114 -0.03
O -2.07240 -1.86102 4.21225 0.027 0.011 -0.200 -0.66
S -1.83383 -1.67784 2.79732 -0.248 -0.369 0.118 1.35
O -0.31214 -1.73093 2.50821 0.082 0.034 -0.061 -0.74
O -2.15357 -0.24822 2.36408 0.106 0.120 -0.072 -0.77
O -2.52191 -2.62479 1.93144 0.131 0.106 0.183 -0.69
C -2.91653 5.19484 -0.81011 -0.010 0.039 -0.011 -1.41
C -2.16373 3.96703 -0.39098 -0.003 0.044 -0.001 1.19
C -2.49550 2.70955 -0.86709 -0.006 -0.151 -0.051 -0.78
C -1.79325 1.59845 -0.43549 0.103 0.061 0.011 -0.28
N -0.77806 1.68066 0.43343 -0.361 0.206 -0.098 0.04
C -0.44751 2.89105 0.89144 0.168 -0.039 -0.075 -0.35
C -1.10663 4.04165 0.50576 0.108 0.019 0.066 -0.69
H -3.66508 4.96000 -1.56507 -0.003 0.003 -0.001 0.34
H -2.23875 5.94577 -1.21898 -0.004 0.000 0.003 0.34
H -3.42451 5.64182 0.04609 -0.002 0.003 -0.003 0.31
H -3.31220 2.57607 -1.56432 0.000 0.009 -0.005 0.30
H -2.05053 0.60513 -0.77591 0.002 -0.023 0.046 0.42
H 0.37987 2.92073 1.58730 -0.015 -0.009 0.018 0.34
H -0.79313 4.99170 0.91962 -0.008 0.006 -0.006 0.37
C 0.90604 -3.74424 0.20850 -0.005 -0.019 0.016 -0.91
N 0.87459 -3.24450 -1.16430 0.005 0.039 -0.028 -0.12
C -0.15361 -3.93925 -1.91398 -0.005 -0.002 -0.016 -0.98
C 0.60774 -1.80713 -1.17768 -0.045 -0.020 0.063 -0.80
C 1.72393 -0.99650 -0.55687 0.044 0.011 0.012 0.73
C 2.99390 -1.09447 -1.12311 0.001 -0.006 -0.011 -0.64
C 4.06523 -0.37991 -0.61166 0.025 -0.035 -0.050 -0.55
C 3.86601 0.44473 0.48569 -0.039 0.059 0.086 -0.50
C 2.60256 0.54238 1.05635 0.004 -0.038 -0.064 -0.19
C 1.50833 -0.17263 0.55557 -0.071 0.049 0.042 -0.08
H 1.15148 -4.80864 0.19479 0.006 0.005 -0.007 0.36
H -0.05032 -3.59931 0.72875 -0.004 0.005 -0.001 0.31
H 1.67002 -3.21715 0.77810 0.003 0.001 0.002 0.29
H 0.05669 -5.01060 -1.92156 0.004 0.003 0.000 0.32
H -0.16570 -3.58429 -2.94755 0.004 -0.003 0.000 0.32
H -1.15868 -3.79397 -1.48422 -0.006 0.004 0.008 0.33
H -0.33933 -1.58522 -0.65588 0.029 0.003 -0.014 0.41
H 0.48404 -1.50542 -2.22386 0.003 -0.019 -0.022 0.58
H 3.13543 -1.75928 -1.96897 -0.001 0.000 -0.001 0.38
H 5.04752 -0.46919 -1.06125 -0.005 -0.001 0.000 0.37
H 4.69516 1.00510 0.90474 -0.003 -0.003 -0.001 0.36
H 2.47253 1.17498 1.92914 -0.006 0.001 0.009 0.40

=====

[3]
74
Properties=species:S:1:pos:R:3:forces:R:3:mulliken_charge:R:1 method="wB97M-V/def2-TZVPD" total_charge=-2 e_homo_ha=-0.02037 multiplicity=1 relative_energy_kcal_mol=8.37 lumo_energy_ev=4.1
Ti 0.73340 0.04189 0.23628 -0.535 0.091 2.387 -0.72
Br 3.77455 -0.68333 1.38540 0.047 0.133 -0.246 -0.15
C 4.49693 0.38278 -0.02661 0.195 -0.066 0.147 0.38
C 5.82896 0.68503 0.09581 -0.179 -0.114 0.115 -0.75
C 6.51160 1.33271 -0.94697 -0.016 0.091 -0.223 -0.57
C 5.85283 1.60543 -2.11194 0.108 -0.020 0.126 -0.80
C 4.47983 1.29389 -2.26071 -0.054 -0.021 0.072 1.03
C 3.84285 1.52501 -3.50208 -0.129 -0.016 -0.052 -0.90
C 2.51701 1.22690 -3.65041 0.198 0.076 -0.007 -1.08
C 1.77786 0.77719 -2.54155 -0.152 -0.002 0.168 -0.60
C 2.30832 0.55664 -1.28258 0.042 -0.274 -0.297 0.47
C 3.72561 0.73448 -1.17713 0.026 0.067 -0.048 0.88
H 6.35814 0.38993 0.99197 -0.004 0.003 0.001 0.38
H 7.56105 1.57737 -0.82956 0.004 0.002 -0.010 0.35
H 6.37021 2.06219 -2.94963 0.013 -0.002 0.002 0.29
H 4.42824 1.92957 -4.32159 0.002 0.002 -0.003 0.27
H 2.02495 1.37615 -4.60692 0.003 0.005 -0.003 0.39
H 0.70626 0.64312 -2.68900 0.028 -0.007 0.001 0.43
Cl 2.58120 -4.48122 -1.17599 0.242 -0.084 0.031 -0.28
C 0.96995 -3.90424 -1.42108 -0.406 0.027 0.092 -0.02
C 0.04410 -4.73377 -2.06890 0.289 -0.017 0.092 -0.54
C -1.24762 -4.34721 -2.26747 -0.160 0.244 0.049 0.71
Cl -2.36784 -5.43842 -3.05504 -0.043 -0.067 -0.042 -0.33
C -1.68887 -3.06685 -1.84986 -0.029 -0.118 -0.027 -0.05
C -3.00341 -2.56564 -1.99190 -0.009 -0.458 -0.222 -1.04
C -3.30172 -1.32314 -1.54574 0.457 0.814 0.459 -1.19
C -2.26563 -0.52149 -0.97863 -0.916 -0.058 -0.403 -0.39
N -1.04347 -0.95025 -0.86860 0.391 -0.087 -0.061 0.87
C -0.75155 -2.21936 -1.23859 0.800 -0.396 0.091 0.32
C 0.62227 -2.64057 -0.91865 -0.835 -0.142 -0.696 -0.03
O 1.38454 -1.85986 -0.29376 0.240 0.171 -0.120 -0.05
H 0.36834 -5.70877 -2.40848 0.022 0.001 0.011 0.42
H -3.75989 -3.18717 -2.45542 0.026 -0.009 0.018 0.37
H -4.29821 -0.91193 -1.62869 -0.007 0.019 0.006 0.46
H -2.45740 0.48601 -0.62808 -0.006 -0.063 -0.030 0.44
C 0.36523 2.06084 3.44798 0.048 -0.016 -0.030 -1.02
C 1.66381 1.76511 2.70045 -0.054 -0.106 0.193 0.40
C 2.54679 3.00677 2.57797 -0.027 -0.075 0.003 -1.42
O 1.40131 1.26860 1.44001 0.220 0.357 -0.818 0.29
H 0.57249 2.40075 4.46787 0.004 -0.003 0.010 0.45
H -0.23901 1.15406 3.48192 -0.011 0.002 0.018 -0.03
H -0.20008 2.83459 2.92225 -0.006 -0.004 -0.006 0.18
H 2.21846 0.99945 3.26824 -0.017 0.023 0.010 0.22
H 1.99758 3.79845 2.06225 0.004 -0.003 -0.019 0.27
H 3.43590 2.76756 1.99179 0.007 0.002 0.002 0.26
H 2.85697 3.36967 3.56296 -0.018 0.005 0.010 0.40
N -0.10334 -0.80287 1.70038 0.679 -0.418 -0.602 0.68
C -0.15972 -1.77624 2.52968 -0.494 0.629 -0.141 -1.38
N -1.37567 -1.82661 3.24535 0.164 0.033 -0.088 0.77
C -2.54370 -1.07090 2.84249 -0.076 -0.005 0.050 -0.16
C -3.32929 -0.67191 4.07772 0.005 -0.020 -0.048 -0.72
O -3.67900 -1.81110 4.86480 0.006 0.026 0.037 -0.39
C -2.51275 -2.52646 5.25101 0.015 -0.058 -0.013 -0.65
C -1.70065 -2.96919 4.04334 -0.040 -0.091 0.026 -0.71
H -3.19749 -1.67228 2.18569 0.038 0.029 -0.009 0.21
H -2.20254 -0.19633 2.28327 -0.048 0.016 0.035 0.02
H -4.27117 -0.18210 3.82075 0.024 -0.016 -0.012 0.31
H -2.72134 0.01503 4.68275 -0.012 0.000 0.002 0.34
H -2.86121 -3.38205 5.83548 0.016 0.007 -0.010 0.34
H -1.88538 -1.88601 5.88787 -0.003 0.000 0.000 0.31
H -2.29751 -3.70731 3.47379 0.029 0.013 0.038 0.30
H -0.76608 -3.44470 4.34681 -0.021 -0.008 0.019 0.45
Te -0.66726 2.67327 -0.29501 -0.147 -0.051 -0.101 -0.18
C -2.00682 2.69568 -1.95943 -0.015 0.019 0.005 -0.38
C -3.38994 2.83155 -1.79152 0.053 -0.010 0.087 -0.12
C -4.26151 2.84138 -2.87216 -0.027 -0.012 -0.053 -0.56
C -3.77592 2.70776 -4.16678 0.008 -0.005 0.022 -0.31
C -2.40658 2.56966 -4.35689 -0.036 -0.005 -0.042 -0.63
C -1.54098 2.56850 -3.27231 0.077 0.012 0.050 -0.29
H -3.78325 2.92581 -0.78513 -0.004 0.011 -0.004 0.32
H -5.32800 2.94780 -2.70148 0.003 0.001 0.002 0.34
H -4.45328 2.70788 -5.01290 -0.001 -0.002 -0.002 0.36
H -2.00768 2.46143 -5.35997 0.002 0.000 0.003 0.36
H -0.47477 2.47141 -3.43916 0.002 0.001 -0.005 0.44

=====

[4]
70
Properties=species:S:1:pos:R:3:forces:R:3:mulliken_spin:R:1 method="wB97M-V/def2-TZVPD" total_charge=+1 e_homo_ha="-0.38062 / -0.38064" s2=0.75 multiplicity=2 lumo_energy_ev="-7.0 / -7.0"
C 5.27162 -2.13202 0.51352 -0.065 -0.029 -0.226 0.00
C 4.78039 -1.48403 -0.77664 0.431 -0.616 -0.048 0.00
C 3.87730 -2.47038 -1.55803 -0.207 0.987 0.217 0.01
I 4.83342 -2.94958 -3.43286 0.027 -0.312 0.124 0.00
C 2.38244 -2.05314 -1.68316 0.980 -0.563 -0.753 -0.03
P 2.07392 -0.64057 -2.90675 -0.746 0.363 0.234 0.00
O 3.50786 0.16060 -2.96183 -0.027 -0.533 -0.020 0.00
Cl 1.93906 -1.45956 -4.78421 0.206 0.049 0.121 0.00
C 1.94732 -1.43972 -0.33052 -0.693 -0.280 -0.973 0.09
C 0.50520 -1.80479 0.02933 -0.472 0.687 0.964 -0.03
C 0.21586 -1.15589 1.38292 0.324 0.625 -0.368 0.01
C -0.54025 -1.25226 -0.93613 0.521 -0.086 0.014 0.01
N 0.45101 -3.26407 0.19676 1.572 -0.155 -0.390 0.35
O 1.14062 -3.66294 1.20330 -0.472 -0.003 0.328 0.55
C 0.72653 -4.04430 -1.04622 -0.822 -0.891 -0.723 0.03
C -0.63286 -4.47825 -1.65425 0.253 0.448 0.103 0.03
C 1.44424 -5.34355 -0.70224 -0.074 0.083 -0.104 -0.01
C 1.56972 -3.30133 -2.12076 -0.296 0.472 0.668 0.01
H 6.10084 -1.59406 0.95306 0.066 0.295 0.199 0.00
H 4.48765 -2.27099 1.24964 -0.126 0.003 0.210 0.00
H 5.65468 -3.11203 0.25418 0.114 -0.322 0.064 0.00
H 5.66556 -1.30329 -1.36438 0.203 0.297 -0.258 0.00
H 4.32538 -0.51621 -0.61893 -0.258 0.132 0.134 0.00
H 3.88183 -3.40192 -1.01210 0.017 -0.394 0.003 0.00
H 3.39977 0.88347 -2.33758 0.219 0.411 -0.100 0.00
H 1.98649 -0.35664 -0.42544 0.124 0.318 0.270 0.00
H 2.57596 -1.74707 0.49246 0.218 -0.122 0.105 -0.01
H 0.87579 -1.51188 2.15832 -0.067 -0.286 0.266 0.01
H -0.83232 -1.21836 1.64617 -0.182 -0.378 0.280 -0.01
H 0.43476 -0.09671 1.24972 -0.016 0.271 0.024 0.00
H -1.45674 -1.07265 -0.39254 -0.459 -0.196 -0.053 -0.01
H -0.16959 -0.30194 -1.29822 -0.080 0.273 -0.143 0.00
H -0.71460 -1.87743 -1.79859 -0.144 -0.086 -0.187 0.00
H -0.52395 -5.44844 -2.11171 -0.081 -0.317 -0.171 0.00
H -1.38036 -4.53483 -0.87447 -0.220 -0.130 0.165 -0.01
H -0.98265 -3.80122 -2.42513 -0.145 0.156 -0.085 0.00
H 1.45814 -5.93581 -1.60797 0.158 -0.092 -0.299 0.00
H 0.89104 -5.92282 0.01986 -0.003 -0.076 0.467 0.00
H 2.46797 -5.18621 -0.39333 0.168 -0.005 0.347 0.01
H 2.27300 -4.02467 -2.50246 0.236 -0.174 -0.237 0.00
H 0.92598 -3.08042 -2.96061 -0.213 0.234 -0.159 0.00
C -2.55795 3.24908 3.37406 -0.532 -0.049 -0.266 0.00
C -1.64798 3.32028 2.12984 -0.077 -0.761 2.855 0.00
C -1.48370 4.77588 1.67264 -0.359 0.341 -1.197 0.00
C -2.74412 5.36594 1.04162 -0.113 -0.233 0.128 0.00
C -3.24858 4.50587 -0.11745 1.121 0.600 0.343 0.00
C -3.45505 3.02418 0.23354 -2.708 -1.206 0.081 0.00
N -2.21928 2.50942 0.96826 3.513 3.182 -3.908 0.00
O -1.34122 2.15020 0.18361 -2.136 -0.707 2.219 0.00
C -4.72742 2.83769 1.08721 0.234 0.094 0.553 0.00
C -3.70511 2.22075 -1.04039 0.822 -0.220 -0.178 0.00
C -0.30692 2.74899 2.58320 0.287 -0.313 -0.768 0.00
H -2.02033 3.62970 4.23791 0.197 -0.019 -0.081 0.00
H -3.45756 3.85288 3.29541 0.005 -0.053 -0.064 0.00
H -2.84883 2.22188 3.59539 0.018 -0.002 0.007 0.00
H -0.66222 4.83635 0.95037 0.005 -0.158 0.020 0.00
H -1.18254 5.36780 2.53508 0.003 -0.223 0.204 0.00
H -3.52655 5.48684 1.79314 0.006 0.010 0.007 0.00
H -2.52228 6.36708 0.67125 -0.005 0.005 -0.007 0.00
H -4.19512 4.89702 -0.48594 -0.156 -0.255 0.011 0.00
H -2.53537 4.57951 -0.94520 0.009 -0.166 0.015 0.00
H -4.78577 1.82714 1.49267 -0.003 -0.002 -0.010 0.00
H -5.60754 2.99073 0.46916 0.100 -0.015 -0.193 0.00
H -4.81268 3.54393 1.90867 0.068 -0.039 -0.003 0.00
H -2.92160 2.35724 -1.78504 0.050 -0.041 0.063 0.00
H -4.63524 2.55272 -1.49054 -0.082 0.101 0.118 0.00
H -3.79400 1.15470 -0.82679 -0.023 0.009 0.015 0.00
H -0.39702 1.69723 2.85789 -0.020 0.008 0.019 0.00
H 0.03540 3.29685 3.45540 -0.136 0.100 0.052 0.00
H 0.46857 2.84003 1.82289 -0.058 -0.047 -0.044 0.00

=====

Total energy / Ha: -631.722582 -1519.604338 -6277.460741 -2258.848284